Entry from the Open Molecules 2025 dataset: one molecule with the formula C5H12O (wB97M-V/def2-TZVPD).

Geometry (Å):
C (-0.04957, -1.59095, 1.16911)
C (0.38618, -0.32909, 0.42019)
C (1.21753, -0.75236, -0.80515)
C (-0.82560, 0.57568, 0.05723)
C (-0.47902, 2.06913, -0.10017)
O (-1.47053, 0.07242, -1.10329)
H (-0.49109, -1.34907, 2.14165)
H (-0.78910, -2.15251, 0.58594)
H (0.80732, -2.25257, 1.34724)
H (1.04216, 0.25381, 1.08036)
H (1.50540, 0.08363, -1.45610)
H (2.14540, -1.23131, -0.46978)
H (0.68334, -1.49257, -1.41508)
H (-1.60213, 0.49689, 0.82819)
H (-0.78851, 2.65969, 0.76933)
H (-1.01883, 2.47513, -0.96124)
H (0.59149, 2.24011, -0.24954)
H (-0.86443, 0.22393, -1.83889)

Output
Electronic energy: -7427.0312 eV
Total charge: 0
Orbital gap: 0.4085 Eh

Results of the Mulliken charge analysis, in e, for atoms 1 through 4: atom 1 (C): -1.582, atom 2 (C): 0.792, atom 3 (C): -1.642, atom 4 (C): 0.073